The following is a DFT calculation (ωB97M-V with the def2-TZVPD basis set) of one molecule with the formula C7H10.

## Properties
**Structure (SMILES)**: C#CCCCC=C
**Orbital gap**: 10.71 eV
**Energy above the lowest of the compared OMol25 structures with the same formula, charge and spin**: 56.3 kcal/mol
**Net charge**: 0

Last column: natural (NBO) charge in e.
Atoms and positions in Å:
1 C 0.095 1.621 0.170  -0.4449
2 H -0.272 1.963 -0.806  0.2049
3 C -0.906 -0.644 -0.366  -0.4965
4 C -1.538 -3.034 0.631  -0.2549
5 H -1.610 -0.322 -1.142  0.2272
6 C -0.785 0.466 0.687  -0.3701
7 C 2.033 0.562 -1.025  -0.4142
8 C -1.300 -1.943 0.182  0.0004
9 H -0.343 0.066 1.608  0.2087
10 H -1.733 -4.011 1.015  0.2344
11 H 2.044 1.033 1.011  0.1976
12 H -1.788 0.817 0.947  0.2119
13 H 2.981 0.034 -0.998  0.2046
14 H 1.519 0.595 -1.984  0.1906
15 H 0.064 -0.781 -0.856  0.2475
16 H 0.037 2.475 0.856  0.2185
17 C 1.502 1.103 0.068  -0.1656

***

The following is a DFT calculation (ωB97M-V with the def2-TZVPD basis set) of a 2-piece molecular cluster, C4H14N2O overall.

## Properties
**Structure (SMILES)**: NCCCCN.O
**Orbital gap**: 9.61 eV
**Energy above the lowest of the compared OMol25 structures with the same formula, charge and spin**: 39.5 kcal/mol
**Net charge**: 0

Last column: natural (NBO) charge in e.
Atoms and positions in Å:
1 H 1.242 0.539 -3.165  0.4761
2 H -0.827 -1.923 1.424  0.3402
3 O 2.023 0.755 -2.672  -0.9474
4 H -0.205 1.936 0.604  0.1994
5 H -0.769 0.138 -1.366  0.1893
6 H 1.999 1.379 1.932  0.3446
7 H 2.204 1.700 -2.668  0.4784
8 H -2.691 -0.871 0.835  0.1890
9 H -1.986 0.964 -0.793  0.2142
10 N -1.210 -2.238 0.534  -0.8098
11 H -0.372 -2.411 -0.015  0.3473
12 C -1.263 0.243 -0.379  -0.4289
13 H 0.997 -0.761 0.187  0.1714
14 C -0.325 0.848 0.653  -0.4359
15 H -2.357 -1.318 -0.962  0.1863
16 H 1.592 -0.063 2.470  0.3510
17 C -1.970 -1.081 0.035  -0.2172
18 N 1.913 0.406 1.634  -0.8396
19 C 1.084 0.292 0.451  -0.2209
20 H 1.565 0.733 -0.439  0.2183
21 H -0.645 0.734 1.702  0.1941

***

The following is a DFT calculation (ωB97M-V with the def2-TZVPD basis set) of one molecule with the formula C3H5ClO.

## Properties
**2S+1**: 3
**Orbital gap (alpha / beta)**: 7.33 / 10.91 eV
**Energy above the lowest of the compared OMol25 structures with the same formula, charge and spin**: 7.7 kcal/mol
**Net charge**: 0

Last column: natural (NBO) charge in e.
Atoms and positions in Å:
1 C -0.212 0.100 0.851  -0.5537
2 Cl 2.490 0.551 0.027  -0.1140
3 H -0.181 0.933 1.509  0.2488
4 C 1.130 -0.540 0.411  0.3321
5 O 1.303 -1.672 -0.181  -0.7087
6 H -0.138 1.611 -0.732  0.1747
7 H 1.658 -1.788 -1.076  0.4987
8 H -0.712 -0.807 1.156  0.2422
9 C -0.553 0.749 -0.404  -0.2836
10 H -1.146 0.199 -1.076  0.1636

***

Question: Number 1 is which compound?
Answer: C7H10

***

Please write out number 1 again, unchanged.
The following is a DFT calculation (ωB97M-V with the def2-TZVPD basis set) of one molecule with the formula C7H10.

## Properties
**Structure (SMILES)**: C#CCCCC=C
**Orbital gap**: 10.71 eV
**Energy above the lowest of the compared OMol25 structures with the same formula, charge and spin**: 56.3 kcal/mol
**Net charge**: 0

Last column: natural (NBO) charge in e.
Atoms and positions in Å:
1 C 0.095 1.621 0.170  -0.4449
2 H -0.272 1.963 -0.806  0.2049
3 C -0.906 -0.644 -0.366  -0.4965
4 C -1.538 -3.034 0.631  -0.2549
5 H -1.610 -0.322 -1.142  0.2272
6 C -0.785 0.466 0.687  -0.3701
7 C 2.033 0.562 -1.025  -0.4142
8 C -1.300 -1.943 0.182  0.0004
9 H -0.343 0.066 1.608  0.2087
10 H -1.733 -4.011 1.015  0.2344
11 H 2.044 1.033 1.011  0.1976
12 H -1.788 0.817 0.947  0.2119
13 H 2.981 0.034 -0.998  0.2046
14 H 1.519 0.595 -1.984  0.1906
15 H 0.064 -0.781 -0.856  0.2475
16 H 0.037 2.475 0.856  0.2185
17 C 1.502 1.103 0.068  -0.1656